1.
Computed, not measured: C23H34F6N3O4PtSbSi as an isolated structure, with wB97M-V/def2-TZVPD.

The geometry in XYZ format:
```
73
C23H34F6N3O4PtSbSi, DFT wB97M-V/def2-TZVPD
Pt -0.37 0.10 -0.50
H -2.22 3.57 0.56
N -0.59 -1.95 -0.60
H -1.64 5.53 -0.71
H -2.38 1.33 2.95
H 3.86 -4.61 -0.28
N -0.51 -0.56 3.68
H -0.80 3.77 1.62
H 1.71 -5.84 -0.33
H -1.95 -0.62 5.20
C -3.52 -1.50 -0.15
F -0.68 0.29 -2.49
C -0.28 3.14 -0.35
C -1.36 1.43 2.55
H -0.40 -4.62 -0.53
H 3.01 0.61 -2.67
C 0.50 -2.62 -0.54
H 3.97 -2.16 -0.36
H -0.30 -0.29 5.73
H -0.46 -2.53 4.35
H -1.23 0.98 4.95
O -0.12 -0.38 1.48
H 1.13 -1.77 4.21
C 0.15 -1.87 3.74
C -0.63 0.09 2.56
C -2.71 -4.35 -0.14
H 0.39 4.63 -2.94
H -3.12 -3.25 -3.21
H -0.11 6.33 -1.05
H -1.48 -3.82 -2.93
C -1.24 3.15 0.83
F -2.49 1.15 -1.03
C 4.56 1.62 -1.55
H 1.39 3.34 -2.23
C 0.53 -4.09 -0.50
C 3.01 -2.67 -0.37
C 2.97 0.18 -0.57
H 3.04 -0.14 1.56
F -1.92 1.11 -4.72
H 0.26 -2.29 2.75
H -2.49 -4.39 0.92
O -1.34 1.81 1.22
Si -2.38 -2.72 -0.97
H -3.80 -4.44 -0.22
C 4.58 1.19 0.83
F -1.56 2.87 -2.75
H 4.99 2.10 -2.41
H -2.32 -5.24 -0.64
C 2.94 -4.04 -0.33
F -4.14 2.10 -3.06
C -0.57 5.53 -0.49
H 5.98 2.46 -0.18
Sb -2.50 1.27 -2.98
C 5.12 1.82 -0.29
H -1.77 -2.12 -3.35
O 0.24 2.04 -0.73
H -4.36 -1.27 -0.81
F -3.21 -0.46 -2.95
H 1.73 5.05 -1.85
C 0.95 4.32 -2.06
H 5.02 1.35 1.81
H -3.07 -0.55 0.14
C 1.84 -1.95 -0.51
C 3.48 0.36 0.70
H -0.80 2.13 3.19
C -2.15 -2.97 -2.79
C 3.46 0.79 -1.70
C 1.69 -4.75 -0.38
H -0.41 5.72 0.57
N 0.04 4.26 -0.91
H -3.92 -1.98 0.74
C -1.04 -0.08 4.96
O 1.80 -0.66 -0.74
```

The value obtained for the highest occupied orbital energy (alpha / beta) is -17.7 / -17.8 eV. The multiplicity is 2. Its total charge is +3. The gap between HOMO and LUMO (alpha / beta) is 5.7 / 5.7 eV. As for the expectation value of S²: 0.7523. Its molar mass is 875.5 g mol⁻¹. As for the LUMO energy (alpha / beta): -12.05 / -12.04 eV.



2.
Computed, not measured: a 2-piece molecular cluster, C7H11N3O overall in a non-equilibrium geometry, with wB97M-V/def2-TZVPD.

The geometry in XYZ format:
```
22
C7H11N3O, DFT wB97M-V/def2-TZVPD
H -0.25 0.54 -2.77
H 2.23 -1.53 1.31
H 0.52 0.90 1.79
H -0.67 -1.84 -2.03
H 2.57 1.54 -0.22
O 1.80 -1.10 -1.65
H 0.47 -1.52 1.07
H -1.78 -1.76 0.37
C -1.86 0.32 0.00
C 1.76 -0.54 -0.59
H 2.40 0.59 1.97
C 1.76 0.90 -0.06
H 0.90 1.40 -0.32
C -0.84 0.30 -1.87
N -1.42 1.11 -1.02
C -1.65 -0.99 -0.27
N -0.99 -1.02 -1.47
H -3.20 0.49 1.35
C 1.55 0.40 1.42
H -2.41 1.92 1.04
N -2.38 0.95 1.11
C 1.46 -1.04 0.82
```

The SMILES is Nc1c[nH]cn1.O=C1CCC1. The value obtained for the highest occupied orbital energy is -7.9 eV. The gap between HOMO and LUMO is 8.8 eV. Its molar mass is 153.2 g mol⁻¹. As for the LUMO energy: 0.98 eV.



3.
Computed, not measured: C26H30BFN8O3S2SeTi as an isolated structure in a non-equilibrium geometry, with wB97M-V/def2-TZVPD.

The geometry in XYZ format:
```
73
C26H30BFN8O3S2SeTi, DFT wB97M-V/def2-TZVPD
H -1.18 2.19 4.51
C 1.51 -6.51 7.97
C -4.89 0.87 -1.12
H -5.03 1.36 1.56
F 0.25 -3.07 5.92
C 2.39 -7.39 1.15
C 0.56 -3.38 2.32
H 2.36 -8.37 1.62
C 1.08 -6.75 0.79
H 1.02 2.49 2.05
H -0.78 -7.07 4.98
H -0.35 -8.47 7.41
N 0.75 -5.87 5.76
H 2.52 -6.56 -0.89
C 0.83 -5.56 3.36
C 0.81 -4.54 -0.16
Se 1.98 0.98 -0.12
H 2.46 -6.38 8.49
H 1.65 -8.16 -0.81
C 0.77 -4.78 2.21
H 0.23 -1.77 3.71
C -1.61 1.86 3.58
H -3.34 -1.20 -4.04
C 0.45 -3.64 4.71
C 0.50 -2.56 1.16
C -2.88 -1.39 -3.08
C -0.34 -6.83 5.94
H -4.84 0.63 -3.31
C 0.51 -2.56 -1.49
H 3.18 -6.74 1.49
O 0.25 -1.27 1.32
H 2.18 -7.49 6.31
H -0.06 3.70 1.34
N -2.83 0.98 1.95
Ti -0.22 -0.31 -0.10
H 0.20 3.67 3.09
N -3.60 -0.62 -2.07
N 3.32 -1.65 0.36
O 0.59 -3.20 -2.50
C -3.42 -0.73 -0.74
H -4.50 -0.54 1.99
H -1.83 -1.11 -3.11
C -2.71 1.12 3.31
S -1.41 1.76 -0.31
H 0.40 -4.72 7.53
C 0.41 -2.83 3.60
H -5.57 1.66 -0.86
H 0.17 -7.31 1.00
C 0.62 -3.20 -0.13
C 1.17 -5.32 7.05
C 1.98 -7.27 -0.29
C -4.53 0.37 -2.32
N -1.04 2.17 2.37
B -4.24 0.46 1.38
C 0.11 3.06 2.20
H 1.04 -6.62 3.27
N -4.18 0.19 -0.14
O 0.30 -1.22 -1.52
N 0.93 -5.32 0.94
H 2.03 -8.52 7.61
C 0.67 -5.01 4.63
H 0.74 -6.71 8.71
C 0.25 -8.10 6.58
H 2.04 -4.70 6.89
H -1.13 -6.42 6.57
S -2.31 -1.78 0.05
N 1.60 -7.74 7.12
C -1.79 1.62 1.38
H 0.89 -5.02 -1.12
H -3.43 0.68 3.98
H -2.95 -2.45 -2.85
H 0.39 -8.91 5.86
C 2.84 -0.62 0.16
```

The value obtained for the highest occupied orbital energy (alpha / beta) is -8.2 / -9.6 eV. The multiplicity is 2. Its total charge is +1. The gap between HOMO and LUMO (alpha / beta) is 4.9 / 6.2 eV. As for the expectation value of S²: 0.7751. Its molar mass is 723.3 g mol⁻¹. As for the LUMO energy (alpha / beta): -3.31 / -3.31 eV.



4.
Computed, not measured: a 5-piece molecular cluster, C7H23INO4 overall in a non-equilibrium geometry, with wB97M-V/def2-TZVPD.

The geometry in XYZ format:
```
36
C7H23INO4, DFT wB97M-V/def2-TZVPD
H -3.57 34.33 4.65
H -3.90 40.07 -0.73
C -5.09 34.92 3.25
H -4.26 37.66 -0.94
H -7.85 34.22 1.13
H -10.25 32.88 0.93
C -5.45 31.79 -0.51
H -5.72 32.17 6.66
H -4.60 32.24 -1.04
H -6.21 36.55 3.51
H -4.04 32.33 5.98
C -9.36 33.34 0.49
H -6.03 33.60 0.23
O -5.50 33.53 5.10
H -5.30 30.75 -0.21
H -4.67 35.48 5.30
H -2.84 39.05 0.31
C -4.96 32.84 6.26
H -5.19 34.04 2.60
C -4.63 34.60 4.66
C -3.17 39.25 -0.71
H -6.25 31.74 -1.25
H -4.44 36.33 1.72
H -8.70 32.56 0.12
H -4.78 33.57 7.05
N -6.36 35.61 3.16
H -9.58 34.07 -0.29
O -8.67 33.92 1.51
H -3.19 35.28 2.29
O -5.89 32.70 0.54
H -2.30 39.77 -1.11
I -6.51 36.03 -0.74
H -6.41 35.89 2.19
H -3.78 36.64 3.36
O -3.48 38.02 -1.37
C -4.04 35.88 2.62
```

The value obtained for the highest occupied orbital energy is -4.7 eV. Its total charge is -1. The gap between HOMO and LUMO is 7.7 eV. Its molar mass is 312.2 g mol⁻¹. As for the LUMO energy: 3.08 eV.